No. 1
# C24H43IO7P2

A 3-piece molecular cluster, C24H43IO7P2 overall (ωB97M-V with the def2-TZVPD basis set, the OMol25 dataset).

Output
frontier orbital gap = 7.26 eV
HOMO level = -0.26376 hartree

Each line ends with the Löwdin charge.
CARTESIAN COORDINATES (ANGSTROEM)
C (0.1564, 2.3273, -4.1400)  -0.1831
C (0.6411, 2.2189, -2.5430)  -0.4522
P (-0.5488, 3.1016, -1.3403)  0.8697
C (-2.2753, 2.2917, -1.2638)  -0.4234
C (-3.3265, 3.4953, -0.7701)  -0.2022
C (0.2136, 3.4086, 0.3811)  -0.4443
C (0.8710, 2.1356, 1.2225)  -0.1712
C (1.0797, 0.6987, 0.4641)  -0.1720
C (1.5530, -0.5403, 1.4247)  -0.1907
C (1.2666, -0.3370, 3.0252)  -0.2143
C (-0.3317, -0.4346, 3.4489)  -0.1592
C (-0.5367, 0.7292, 4.6327)  -0.2256
O (-1.7062, 0.4012, 5.4628)  -0.2532
C (-2.4160, 1.6014, 5.9323)  -0.1253
C (2.1564, 2.9510, 1.8312)  -0.2228
O (2.7040, 3.0063, 3.0475)  -0.0042
O (2.5963, 3.7424, 0.6345)  -0.1783
C (1.3931, 4.5779, 0.3085)  -0.9210
I (1.6536, 5.6501, -1.6203)  0.7824
P (0.9852, 5.8016, 1.7504)  0.8576
C (2.6772, 6.5675, 2.3032)  -0.3118
C (-0.2381, 7.1619, 1.1809)  -0.3458
H (0.8754, 1.6851, -4.8434)  0.0827
H (-0.9358, 1.9161, -4.2677)  0.0618
H (0.2699, 3.4511, -4.4922)  0.0710
H (1.7433, 2.6748, -2.5114)  0.0670
H (0.7495, 1.0579, -2.3219)  0.0565
H (-2.6040, 2.0294, -2.3791)  0.0839
H (-2.3455, 1.3339, -0.5754)  0.0768
H (-4.3473, 3.0720, -0.3846)  0.0717
H (-3.5462, 4.2186, -1.6919)  0.0823
H (-2.7634, 4.1766, 0.0319)  0.0565
H (-0.7032, 3.7273, 1.0633)  0.1004
H (0.0005, 1.9314, 2.0086)  0.1304
H (0.0966, 0.4012, -0.1356)  0.1104
H (1.9243, 0.8151, -0.3715)  0.1198
H (2.6829, -0.8263, 1.2169)  0.1219
H (0.9164, -1.4901, 1.0831)  0.1093
H (1.7397, 0.6244, 3.4988)  0.0917
H (1.7903, -1.2573, 3.5757)  0.1197
H (-0.5706, -1.4642, 4.0008)  0.1236
H (-1.0467, -0.2521, 2.5182)  0.1193
H (0.4435, 0.6758, 5.2943)  0.1351
H (-0.5732, 1.7804, 4.1169)  0.1126
H (-3.5389, 1.4928, 5.6041)  0.0975
H (-2.3899, 1.6039, 7.1059)  0.0949
H (-1.9698, 2.6193, 5.5655)  0.0952
H (3.2884, 6.8919, 1.3479)  0.0466
H (2.5038, 7.4667, 3.0439)  0.0512
H (3.3371, 5.7797, 2.9058)  0.0583
H (0.1276, 8.2566, 1.4563)  0.0597
H (-1.2488, 6.9823, 1.7822)  0.0481
H (-0.4885, 7.0911, 0.0398)  0.0083
O (1.1669, -1.3668, -1.5809)  0.0753
C (1.2916, -2.5766, -1.4859)  -0.4419
C (2.2798, -3.4105, -2.2437)  -0.0791
C (1.7374, -4.8032, -2.0443)  -0.1642
C (1.0502, -4.7014, -0.7078)  -0.1687
O (0.5691, -3.3603, -0.6326)  0.0300
H (3.2688, -3.2905, -1.7928)  0.1359
H (2.2995, -3.1352, -3.3007)  0.1309
H (2.5055, -5.5805, -2.0754)  0.1238
H (0.9996, -5.0251, -2.8249)  0.1040
H (1.7375, -4.8734, 0.1272)  0.1316
H (0.2116, -5.3991, -0.6260)  0.0963
O (-1.6268, -5.7359, -1.4666)  0.1041
C (-1.5798, -6.5659, -2.3594)  -0.4370
C (-2.6960, -7.4869, -2.7493)  -0.0801
C (-1.9799, -8.5142, -3.5892)  -0.1662
C (-0.8357, -7.7256, -4.1705)  -0.1622
O (-0.5036, -6.7561, -3.1778)  0.0091
H (-3.4338, -6.9279, -3.3315)  0.1395
H (-3.1589, -7.9400, -1.8696)  0.1347
H (-2.6143, -8.9767, -4.3499)  0.1226
H (-1.5911, -9.3105, -2.9429)  0.1249
H (-1.1166, -7.2018, -5.0902)  0.1321
H (0.0337, -8.3576, -4.3740)  0.1312

Forces on the atoms, in the same order (eV/Å):
C 0.46 0.28 0.25
C 1.19 -2.09 -1.26
P -0.20 1.28 -1.09
C -1.20 -0.43 0.11
C 0.77 0.50 -0.45
C -0.57 -1.02 0.31
C -1.44 0.74 1.04
C 1.18 0.31 -1.07
C -0.70 -0.60 0.13
C 0.12 -1.31 0.41
C 0.33 0.73 1.03
C 1.01 -1.14 -0.77
O 0.73 2.47 -1.00
C -0.75 -0.07 0.85
C 1.60 -0.36 3.96
O -3.28 -0.32 -8.36
O -1.45 0.76 2.59
C -0.57 -1.67 0.70
I 0.33 -0.58 0.85
P 0.58 -0.16 1.27
C 1.10 0.30 -0.33
C -0.89 0.88 -0.28
H -1.54 1.29 1.76
H 2.11 1.00 0.17
H -0.58 -2.32 0.71
H -2.56 -0.83 0.31
H -0.16 2.40 -0.38
H 0.99 0.31 2.45
H -0.05 1.89 -1.46
H 2.09 0.77 -0.57
H 0.53 -1.67 2.00
H -1.54 -1.56 -1.53
H 1.93 -0.20 -1.61
H 2.41 0.42 -1.13
H 2.02 0.90 1.53
H -1.96 -0.14 1.79
H -2.28 0.84 0.58
H 1.44 2.07 0.78
H -0.86 -1.68 -1.23
H -0.99 2.02 -1.17
H 0.45 2.19 -1.55
H 1.43 -0.46 2.07
H -1.98 0.24 -1.20
H -0.19 -1.83 1.15
H 2.16 0.38 0.56
H -0.04 0.05 -2.18
H -0.75 -2.05 0.47
H -1.08 -0.37 2.03
H 0.17 -1.68 -1.70
H -1.75 1.44 -1.48
H -0.59 -2.37 -0.70
H 2.24 0.30 -1.28
H 0.58 0.24 2.10
O -0.29 -1.81 0.29
C -0.15 1.71 0.15
C 0.06 -0.33 -0.41
C 0.16 -0.59 -0.55
C -0.01 -0.97 0.49
O 0.20 1.02 -0.54
H -0.04 0.17 -0.09
H 0.19 0.28 0.28
H -0.14 0.05 0.06
H 0.18 0.02 0.25
H 0.04 0.12 -0.03
H 0.23 0.49 0.12
O 0.37 -1.33 -1.62
C -0.37 1.57 1.37
C -0.14 -0.51 0.07
C -0.34 -0.85 -0.19
C 0.30 -0.38 -0.70
O -0.34 0.31 0.71
H 0.00 0.04 0.19
H -0.08 0.42 -0.10
H 0.17 0.06 0.06
H -0.05 0.10 -0.15
H 0.04 -0.01 0.08
H -0.01 0.32 0.08

=====

No. 2
# C24H43N2P3RuSSe

C24H43N2P3RuSSe as an isolated structure (ωB97M-V with the def2-TZVPD basis set, the OMol25 dataset).

Output
energy relative to the best compared isomer or geometry (same formula, charge and spin) = 1.0782 eV
<S²> = 8.7869
total charge = +3
frontier orbital gap (spin up / spin down) = 5.52 / 4.09 eV
spin multiplicity = 6
HOMO level (spin up / spin down) = -0.49712 / -0.58254 hartree

Each line ends with the Mulliken spin population.
CARTESIAN COORDINATES (ANGSTROEM)
Ru (-0.0182, 0.0145, -0.2223)  1.7251
P (-2.2942, -0.1336, -0.6086)  -0.0254
P (0.1512, -2.3288, -0.3509)  -0.0689
P (-0.0300, 2.3177, -0.3449)  -0.0696
H (1.4894, -0.9312, -2.3566)  -0.0233
C (1.4151, 0.0106, -1.8082)  -0.0261
C (2.1700, 0.0767, -0.5753)  0.2373
H (2.6803, -0.8219, -0.2398)  0.0049
C (-2.6898, -0.0328, -2.3972)  0.0588
C (-3.3384, -1.6064, -0.1962)  0.0112
C (-3.3672, 1.1923, 0.0887)  0.0070
C (1.8415, -3.0691, -0.3027)  0.0057
C (-0.6210, -3.4446, 0.8982)  0.0068
C (-0.4794, -3.0216, -1.9362)  0.0351
C (1.5813, 3.2133, -0.3828)  -0.0017
C (-0.8132, 3.2561, 1.0323)  0.0138
C (-0.8262, 2.9938, -1.8551)  0.0337
H (1.4622, 0.9197, -2.4078)  -0.0381
H (2.7166, 1.0071, -0.4194)  -0.0039
H (-3.7811, -0.0429, -2.5292)  0.0045
H (-2.2569, -0.8967, -2.9201)  -0.0159
H (-2.2836, 0.8900, -2.8301)  -0.0179
H (-4.3049, -1.5157, -0.7121)  -0.0001
H (-3.5273, -1.6296, 0.8844)  0.0002
H (-2.8755, -2.5492, -0.5078)  0.0005
H (-4.4079, 0.9880, -0.2027)  0.0019
H (-3.0899, 2.1818, -0.2933)  -0.0003
H (-3.2988, 1.1818, 1.1854)  -0.0009
H (1.7846, -4.1619, -0.4030)  -0.0002
H (2.3025, -2.8339, 0.6636)  -0.0020
H (2.4804, -2.6831, -1.1028)  0.0005
H (-0.2981, -4.4776, 0.6950)  0.0000
H (-1.7187, -3.4289, 0.8867)  0.0017
H (-0.2607, -3.1745, 1.9012)  -0.0007
H (-0.0734, -4.0349, -2.0427)  0.0003
H (-0.1497, -2.4156, -2.7859)  -0.0098
H (-1.5711, -3.0787, -1.9473)  0.0017
H (1.4110, 4.2879, -0.5349)  -0.0012
H (2.2170, 2.8449, -1.1947)  -0.0005
H (2.1029, 3.0731, 0.5715)  0.0006
H (-0.8597, 4.3178, 0.7545)  -0.0013
H (-0.2095, 3.1543, 1.9425)  0.0003
H (-1.8221, 2.8912, 1.2398)  0.0012
H (-0.5104, 4.0395, -1.9609)  0.0009
H (-1.9182, 2.9588, -1.7898)  0.0020
H (-0.4995, 2.4330, -2.7384)  -0.0146
C (1.1474, 0.1190, -6.0348)  0.3247
C (2.3856, -0.1119, -5.4071)  0.2315
C (3.5751, -0.0519, -6.1388)  0.5867
C (3.5412, 0.2065, -7.5160)  0.0934
C (2.3078, 0.4001, -8.1634)  0.6797
C (1.1208, 0.3507, -7.4297)  0.3384
Se (-0.4620, 0.1285, -5.0215)  0.4481
H (0.1997, 0.0224, -3.6426)  0.0863
H (2.4057, -0.3280, -4.3341)  0.2254
H (4.5276, -0.2099, -5.6244)  0.0239
H (4.4722, 0.2518, -8.0856)  0.0051
H (2.2768, 0.5885, -9.2356)  0.0300
H (0.1538, 0.4945, -7.9213)  0.0092
N (-2.0860, -0.8672, 2.5855)  0.0134
C (-1.0467, -0.0524, 2.9469)  0.0188
N (-0.0047, 0.2690, 2.1973)  0.0286
C (0.9326, 0.9940, 2.9674)  -0.0064
C (2.1862, 1.4709, 2.5764)  0.0068
C (2.9436, 2.2612, 3.4525)  -0.0023
C (2.4771, 2.5469, 4.7477)  0.0066
C (1.2354, 2.0478, 5.1643)  0.0009
C (0.4763, 1.2939, 4.2767)  -0.0009
S (-1.1243, 0.6286, 4.5486)  0.0113
H (-2.6896, -1.1181, 3.3637)  -0.0021
H (-1.8308, -1.6555, 1.9991)  0.0038
H (2.5537, 1.1820, 1.5874)  0.0055
H (3.9103, 2.6472, 3.1250)  0.0000
H (3.0815, 3.1495, 5.4315)  0.0002
H (0.8423, 2.2350, 6.1696)  0.0001

Forces on the atoms, in the same order (eV/Å):
Ru 0.72 -0.61 1.92
P -2.66 -0.02 0.10
P 0.12 -2.28 -0.19
P 0.24 2.43 -0.03
H -0.43 0.04 0.16
C 1.91 0.54 1.49
C 0.33 -0.02 -1.93
H -0.25 0.29 0.21
C 0.37 0.12 -0.22
C 0.11 -0.01 0.11
C 0.00 -0.16 -0.06
C -0.01 0.31 0.04
C -0.09 0.10 0.15
C 0.08 -0.05 0.14
C 0.02 -0.30 -0.10
C -0.15 -0.28 -0.02
C 0.07 0.09 0.13
H -0.24 -0.12 0.00
H -0.42 -0.30 0.38
H 0.32 0.00 0.06
H -0.19 0.15 0.12
H -0.18 -0.20 0.08
H 0.29 0.07 0.12
H -0.06 -0.03 -0.47
H -0.22 0.31 0.06
H 0.28 0.04 0.10
H -0.12 -0.33 0.15
H -0.03 0.02 -0.33
H -0.14 0.34 0.00
H -0.01 -0.07 -0.16
H -0.07 -0.12 0.11
H -0.10 0.36 0.01
H 0.37 0.00 0.01
H -0.04 -0.09 -0.23
H -0.15 0.19 -0.06
H -0.02 -0.13 0.09
H 0.20 0.01 -0.04
H -0.08 -0.32 0.03
H -0.05 0.19 0.07
H -0.15 0.06 -0.26
H 0.03 -0.27 0.01
H -0.06 -0.01 -0.25
H 0.24 0.17 0.03
H -0.17 -0.22 -0.07
H 0.24 0.02 -0.07
H -0.04 0.15 0.10
C -1.36 0.23 -0.22
C -2.51 -0.37 3.18
C 3.60 0.28 -2.75
C 0.33 -0.28 1.06
C 3.07 0.22 -2.55
C -4.00 -0.17 2.43
Se 1.55 -0.02 -0.28
H -0.50 0.02 -1.33
H 0.07 0.08 -0.54
H -0.37 0.10 -0.32
H -0.32 -0.02 0.19
H -0.01 -0.04 0.35
H 0.38 -0.03 0.11
N 0.40 0.09 -0.11
C -0.12 0.14 0.45
N -0.14 -0.58 -0.78
C -0.18 0.61 0.87
C -0.04 -0.16 -0.13
C -0.34 -0.24 0.04
C -0.29 -0.22 -0.20
C 0.10 0.17 0.17
C 0.36 0.17 -0.55
S 0.76 -0.08 -0.56
H 0.04 -0.07 -0.29
H -0.06 0.24 0.23
H 0.00 0.25 0.56
H -0.27 -0.17 0.14
H -0.26 -0.26 -0.28
H 0.31 0.04 -0.39

=====

No. 3
# C24H43NO13

A 4-piece molecular cluster, C24H43NO13 overall (ωB97M-V with the def2-TZVPD basis set, the OMol25 dataset).

Output
frontier orbital gap = 8.77 eV
HOMO level = -0.34353 hartree

Each line ends with the Löwdin charge.
CARTESIAN COORDINATES (ANGSTROEM)
C (4.6863, -0.3270, 3.9117)  -0.1078
O (5.5501, 0.6927, 3.3365)  -0.2306
C (5.5364, 0.6516, 1.8959)  -0.2396
C (4.3130, 1.4250, 1.2070)  -0.1944
C (3.8330, 2.7518, 1.9702)  -0.1843
C (2.4647, 3.2443, 1.2248)  -0.2018
C (1.1542, 3.1063, 2.1442)  -0.1700
C (-0.0313, 2.2181, 1.4580)  -0.1109
C (-0.4976, 0.9886, 2.3480)  -0.0362
C (-1.7754, 0.4209, 2.6077)  -0.0271
C (-3.1327, 0.9906, 1.9502)  -0.1822
N (-3.0721, 0.6179, 0.4786)  -0.0183
C (-1.5412, -0.8028, 3.6125)  -0.2753
O (-2.1557, -1.8618, 3.7808)  0.1273
O (-0.3257, -0.3486, 4.2748)  0.0476
C (0.4919, 0.0485, 3.1736)  -0.3050
O (1.6499, -0.2563, 2.8483)  0.1063
H (5.1730, -0.9321, 4.7458)  0.0930
H (4.2010, -0.9909, 3.1031)  0.0929
H (3.8034, 0.2457, 4.3933)  0.0875
H (6.5251, 1.1112, 1.5249)  0.1267
H (5.5296, -0.4256, 1.4705)  0.1261
H (3.3858, 0.7617, 1.0193)  0.1045
H (4.6872, 1.7610, 0.1646)  0.1189
H (4.6812, 3.5254, 1.8476)  0.1187
H (3.6221, 2.5458, 3.0703)  0.1009
H (2.6010, 4.3615, 0.9585)  0.1067
H (2.3831, 2.7080, 0.2084)  0.1017
H (0.7554, 4.1754, 2.3048)  0.1136
H (1.4583, 2.6091, 3.1348)  0.1055
H (-0.8967, 2.9253, 1.2346)  0.1149
H (0.4324, 1.8102, 0.4844)  0.1226
H (-3.1862, 2.1186, 2.0889)  0.1204
H (-4.0111, 0.4399, 2.4471)  0.1238
H (-2.7123, -0.3592, 0.5042)  0.0762
H (-2.2814, 1.1517, 0.0657)  0.0556
C (6.0976, -6.9784, 5.2688)  -0.0692
C (6.3954, -5.4919, 5.3390)  -0.2157
O (5.3905, -4.7287, 4.6600)  0.0272
C (4.2255, -4.5917, 5.3149)  -0.5900
O (3.9640, -5.0431, 6.4031)  0.1203
O (3.3887, -3.8885, 4.5331)  -0.0058
C (2.0725, -3.7594, 5.0687)  -0.0371
H (5.9639, -7.2940, 4.2308)  0.0816
H (6.9099, -7.5558, 5.7150)  0.0794
H (5.1736, -7.2239, 5.7965)  0.0737
H (7.3394, -5.2891, 4.8288)  0.1219
H (6.5061, -5.1495, 6.3716)  0.1247
H (2.0933, -3.3474, 6.0797)  0.0998
H (1.5700, -4.7289, 5.0584)  0.1004
H (1.5165, -3.0734, 4.4284)  0.0841
C (-2.3359, 0.9279, -4.0745)  -0.0621
C (-0.8660, 1.3017, -4.1286)  -0.2115
O (-0.6926, 2.6768, -4.4958)  0.0342
C (-0.9503, 3.5716, -3.5295)  -0.5883
O (-1.3030, 3.3203, -2.4024)  0.1059
O (-0.7775, 4.8014, -4.0433)  0.0033
C (-1.1227, 5.8537, -3.1449)  -0.0472
H (-2.8293, 1.1728, -5.0186)  0.0788
H (-2.4556, -0.1392, -3.8766)  0.0830
H (-2.8586, 1.4812, -3.2912)  0.0725
H (-0.3714, 0.7078, -4.9000)  0.1230
H (-0.3591, 1.0894, -3.1830)  0.1200
H (-0.5936, 5.7547, -2.1947)  0.0944
H (-2.2027, 5.8663, -2.9844)  0.0996
H (-0.8293, 6.7973, -3.6063)  0.0943
C (-8.3822, -2.0955, -5.8556)  -0.0686
C (-7.5695, -1.0378, -5.1317)  -0.2142
O (-6.2838, -0.8639, -5.7409)  0.0284
C (-6.2767, -0.1731, -6.8924)  -0.5895
O (-7.2387, 0.3060, -7.4407)  0.1215
O (-5.0116, -0.1332, -7.3464)  -0.0060
C (-4.8787, 0.4853, -8.6245)  -0.0476
H (-7.8214, -3.0315, -5.9214)  0.0819
H (-9.3244, -2.2804, -5.3358)  0.0801
H (-8.6106, -1.7900, -6.8789)  0.0738
H (-7.3873, -1.3633, -4.1054)  0.1226
H (-8.1020, -0.0842, -5.0786)  0.1249
H (-5.3228, 1.4829, -8.6315)  0.0970
H (-5.3345, -0.1442, -9.3915)  0.0993
H (-3.8140, 0.5803, -8.8412)  0.0932

Forces on the atoms, in the same order (eV/Å):
C -1.76 0.61 0.30
O -0.41 -1.49 -0.97
C 0.21 0.02 -1.23
C -0.02 0.34 -0.13
C -0.16 -0.40 -1.16
C 0.84 0.89 0.15
C -0.06 -0.23 -0.34
C 0.69 -0.39 0.29
C -1.62 -1.38 0.85
C 1.77 1.78 -0.37
C 1.11 -1.64 0.35
N 0.74 -0.05 1.09
C -1.71 -0.11 -0.94
O 2.64 4.21 -0.12
O 0.93 -2.78 -1.05
C 1.09 1.54 -2.35
O -4.20 0.71 2.21
H -0.23 0.79 -1.38
H 1.03 0.83 1.33
H 1.24 -1.02 -0.62
H -1.49 -0.48 0.79
H 0.05 1.47 0.93
H 1.55 0.80 0.53
H -0.63 -0.60 1.52
H -1.47 -1.07 0.47
H 0.45 0.31 -1.44
H -0.29 -1.74 0.41
H -0.08 0.64 1.63
H 0.52 -1.84 0.14
H -0.53 1.00 -1.36
H 0.95 -1.30 0.12
H -1.06 0.54 1.34
H 0.00 -1.58 -0.13
H 1.21 1.11 -0.83
H -0.55 0.84 -0.38
H -0.76 -0.36 0.29
C -0.31 -0.11 0.00
C 0.35 -0.45 0.24
O -0.33 0.31 0.14
C 0.00 -0.15 -0.22
O 0.12 0.25 -0.33
O 0.43 -0.17 0.25
C -0.52 0.16 0.07
H 0.17 0.05 0.04
H -0.01 0.07 -0.05
H 0.13 0.09 0.06
H -0.25 0.20 -0.13
H -0.22 -0.02 -0.10
H 0.06 -0.18 -0.08
H 0.08 0.07 0.16
H 0.29 -0.05 -0.08
C -0.21 0.25 0.10
C -0.28 -0.62 0.12
O 0.16 0.46 0.31
C -0.14 -0.12 -0.35
O 0.23 0.11 -0.23
O 0.04 -0.47 0.17
C -0.06 0.44 0.21
H 0.11 -0.16 -0.01
H 0.04 0.05 -0.07
H 0.13 -0.10 0.02
H 0.07 0.35 -0.05
H -0.09 0.21 -0.03
H -0.15 -0.11 -0.08
H 0.12 -0.07 0.13
H 0.04 -0.26 -0.17
C 0.04 -0.04 -0.33
C -0.60 -0.20 0.17
O 0.24 0.37 -0.28
C -0.04 -0.29 0.06
O 0.38 -0.07 0.21
O -0.36 0.03 0.28
C 0.17 0.21 -0.41
H -0.05 0.05 0.17
H 0.09 0.01 0.02
H -0.03 0.09 0.14
H 0.30 0.09 -0.16
H 0.13 -0.05 -0.20
H -0.09 -0.19 0.01
H -0.09 0.16 0.06
H -0.08 -0.15 0.26

=====

no.,strongest force on any atom (Eh/bohr),molar mass (g mol⁻¹),total energy (eV)
1,0.1748,632.45,-66586.7680
2,0.0910,664.64,-135166.1064
3,0.0966,553.60,-53689.1760